Computed, not measured: a molecular structure, C6H7AuO6 at a distorted geometry, with ωB97M-V with the def2-TZVPD basis set.

Last column: Löwdin charge in e.
Positions of all 20 atoms, in Å:
1 O 0.08073 0.20140 1.60673  -0.08
2 O -1.83378 -0.74485 0.75048  0.03
3 C -2.64509 0.38266 0.46902  -0.11
4 C -1.95453 0.98329 -0.74879  -0.10
5 O -0.57986 0.69301 -0.50714  -0.19
6 C -0.49674 -0.38495 0.57101  -0.66
7 H -3.66540 0.03999 0.26796  0.15
8 H -2.65281 1.08064 1.32041  0.14
9 H -2.09755 2.06575 -0.84021  0.15
10 H -2.27193 0.48613 -1.67638  0.15
11 Au 0.86719 1.47819 0.52082  1.41
12 O 2.84310 1.76934 0.08477  0.02
13 O 2.44042 -0.35437 0.17773  0.02
14 C 1.66692 -1.25715 -0.45324  -0.05
15 C 0.28038 -1.56963 -0.02946  -0.03
16 O 4.56603 0.28062 0.05145  0.31
17 C 3.40792 0.63092 0.05375  -0.61
18 H 2.05238 -1.45851 -1.45259  0.15
19 H -0.29798 -1.94930 -0.88667  0.15
20 H 0.29061 -2.37318 0.72034  0.16

Properties
**Gap between HOMO and LUMO (spin up / spin down)**: 7.73 / 5.47 eV
**Net charge**: +1
**Expectation value of S²**: 3.7652
**2S+1**: 4